Entry 1:
The following is a DFT calculation (ωB97M-V with the def2-TZVPD basis set) of a 3-piece molecular cluster, C27H39N5O8 overall in a non-equilibrium geometry.

Cartesian coordinates (Å):
1 C -0.302 -2.930 3.575
2 C -1.558 -2.052 3.634
3 C -2.400 -1.956 2.315
4 C -1.777 -2.565 1.059
5 C -0.581 -1.757 0.498
6 C -0.552 -1.695 -1.046
7 C 0.519 -2.627 -1.669
8 C 1.775 -1.842 -2.158
9 C 3.082 -2.598 -1.824
10 C 4.304 -1.654 -2.068
11 C 5.235 -1.463 -0.850
12 O 5.387 -0.124 -0.378
13 C 4.275 0.474 0.145
14 C 3.355 -0.393 1.015
15 N 4.101 -1.090 2.066
16 C 4.833 1.635 1.023
17 O 3.935 2.735 1.027
18 N 3.340 2.898 2.291
19 O 2.193 3.101 2.188
20 O 3.394 1.083 -0.859
21 C 4.047 1.698 -1.802
22 N 4.644 2.091 -2.707
23 H -0.480 -3.902 3.121
24 H 0.051 -3.112 4.594
25 H 0.510 -2.398 3.075
26 H -2.208 -2.485 4.399
27 H -1.331 -1.040 3.971
28 H -3.360 -2.447 2.493
29 H -2.623 -0.900 2.150
30 H -1.472 -3.602 1.201
31 H -2.554 -2.578 0.289
32 H 0.338 -2.267 0.807
33 H -0.530 -0.759 0.943
34 H -0.351 -0.674 -1.380
35 H -1.518 -1.982 -1.469
36 H 0.855 -3.395 -0.971
37 H 0.092 -3.108 -2.552
38 H 1.785 -0.874 -1.652
39 H 1.722 -1.671 -3.234
40 H 3.166 -3.505 -2.419
41 H 3.030 -2.839 -0.758
42 H 3.944 -0.720 -2.493
43 H 4.895 -2.129 -2.854
44 H 4.991 -2.160 -0.046
45 H 6.234 -1.759 -1.170
46 H 2.675 0.302 1.517
47 H 2.713 -1.063 0.445
48 H 3.786 -0.797 2.976
49 H 4.024 -2.090 1.968
50 H 5.830 1.896 0.667
51 H 4.957 1.292 2.053
52 O -3.871 6.134 -1.496
53 N -3.455 5.114 -0.993
54 O -4.061 4.059 -0.946
55 C -2.116 5.125 -0.390
56 C -1.371 6.291 -0.378
57 C -0.114 6.274 0.212
58 C 0.374 5.100 0.776
59 C -0.389 3.942 0.746
60 C -1.641 3.950 0.161
61 H -1.754 7.199 -0.819
62 H 0.482 7.175 0.233
63 H 1.350 5.086 1.236
64 H -0.005 3.031 1.180
65 H -2.234 3.048 0.138
66 O -5.780 -2.278 1.158
67 N -5.643 -2.560 -0.015
68 O -5.747 -3.680 -0.472
69 C -5.322 -1.469 -0.947
70 C -5.160 -0.187 -0.453
71 C -4.831 0.835 -1.331
72 C -4.674 0.564 -2.684
73 C -4.851 -0.727 -3.164
74 C -5.177 -1.754 -2.293
75 H -5.281 0.019 0.600
76 H -4.694 1.840 -0.960
77 H -4.412 1.364 -3.365
78 H -4.732 -0.934 -4.219
79 H -5.311 -2.760 -2.663

Results
E_HOMO, eV: -10.07
Multiplicity: 1
LUMO level, eV: -0.621
Total energy, Ha: -1927.57297
Structure (SMILES): CCCCCCCCCCCO[C@@](CN)(CON=O)OC#N.O=[N+]([O-])c1ccccc1.O=[N+]([O-])c1ccccc1


Entry 2:
The following is a DFT calculation (ωB97M-V with the def2-TZVPD basis set) of the molecule C5H12N2S in a non-equilibrium geometry.

Cartesian coordinates (Å):
1 C -3.364 0.096 0.351
2 C -2.222 0.813 -0.307
3 N -1.047 0.359 -0.598
4 S -0.792 -1.325 -0.130
5 C 0.934 -1.452 -0.656
6 C 1.949 -0.976 0.301
7 C 1.896 0.507 0.632
8 N 1.980 1.356 -0.547
9 H -3.083 -0.208 1.360
10 H -4.269 0.708 0.416
11 H -3.682 -0.757 -0.245
12 H -2.376 1.864 -0.520
13 H 1.078 -0.946 -1.605
14 H 1.022 -2.531 -0.792
15 H 2.975 -1.147 -0.072
16 H 1.809 -1.576 1.202
17 H 2.842 0.744 1.134
18 H 0.995 0.734 1.269
19 H 1.106 1.453 -1.000
20 H 2.249 2.284 -0.194

Results
E_HOMO, eV: -8.56
Multiplicity: 1
LUMO level, eV: 0.882
Total energy, Ha: -705.37468
Structure (SMILES): C/C=N\SCCCN


Entry 3:
The following is a DFT calculation (ωB97M-V with the def2-TZVPD basis set) of a 3-piece molecular cluster, C3H9N2O2 overall in a non-equilibrium geometry.

Cartesian coordinates (Å):
1 C 2.071 -0.359 -0.407
2 C 1.971 -0.067 0.923
3 N 0.627 0.181 1.139
4 C -0.054 0.032 0.024
5 N 0.827 -0.243 -0.952
6 H 3.005 -0.617 -0.875
7 H 2.590 -0.155 1.799
8 H 0.218 0.611 1.966
9 H -1.093 0.212 -0.179
10 H 0.485 -0.579 -1.849
11 H -2.113 -1.509 -2.576
12 H -1.213 -0.684 -3.484
13 O -1.338 -0.933 -2.561
14 H -2.331 0.651 2.271
15 H -2.002 2.164 2.275
16 O -1.649 1.295 2.485

Results
Total charge: +1
E_HOMO, eV: -14.16
Multiplicity: 1
LUMO level, eV: -2.831
Total energy, Ha: -379.49009


Entry 4:
The following is a DFT calculation (ωB97M-V with the def2-TZVPD basis set) of C4H6N2S as an isolated structure in a non-equilibrium geometry.

Cartesian coordinates (Å):
1 C -0.219 0.165 1.465
2 C 0.148 -1.151 -0.263
3 C 0.076 -2.082 -1.192
4 C 0.723 1.149 0.826
5 N -0.268 -0.996 0.981
6 N -1.184 1.618 -0.784
7 S 0.257 1.049 -0.896
8 H -0.639 0.326 2.559
9 H 0.299 -1.760 -2.166
10 H 0.003 -3.035 -0.894
11 H 0.563 2.162 1.174
12 H 1.661 0.711 0.954
13 H -1.421 1.842 -1.764

Results
E_HOMO (alpha / beta), eV: -7.71 / -7.71
Multiplicity: 1
LUMO level (alpha / beta), eV: 0.118 / 0.118
Total energy, Ha: -663.55500


Entry 5:
The following is a DFT calculation (ωB97M-V with the def2-TZVPD basis set) of C11H23FNO2P2V as an isolated structure in a non-equilibrium geometry.

Cartesian coordinates (Å):
1 V -0.233 -0.403 1.441
2 P 2.165 -0.943 1.429
3 C 2.321 -1.308 -0.368
4 C 1.030 -1.710 -1.030
5 N -0.127 -1.295 -0.504
6 C -1.277 -1.428 -1.175
7 C -1.337 -2.206 -2.328
8 C -0.155 -2.719 -2.858
9 C 1.049 -2.429 -2.224
10 C -2.508 -0.760 -0.606
11 P -2.160 0.761 0.397
12 H 2.021 -2.761 -2.578
13 H -2.323 -2.316 -2.781
14 H -0.180 -3.331 -3.759
15 H -3.163 -0.452 -1.429
16 H -3.100 -1.473 -0.004
17 H 2.736 -0.402 -0.847
18 H 3.062 -2.106 -0.501
19 H 1.525 4.051 -1.038
20 O 1.872 3.284 -1.543
21 H 2.433 3.665 -2.230
22 H -0.919 4.705 1.216
23 O -0.913 5.025 0.277
24 H -1.302 5.913 0.324
25 C -2.289 2.076 -0.848
26 H -3.274 2.038 -1.327
27 H -2.141 3.064 -0.389
28 H -1.518 1.916 -1.617
29 C -3.630 0.902 1.470
30 H -3.522 1.823 2.061
31 H -4.544 0.954 0.872
32 H -3.685 0.032 2.143
33 C 2.209 -2.605 2.184
34 H 3.158 -3.090 1.951
35 H 2.137 -2.477 3.273
36 H 1.381 -3.227 1.818
37 C 3.733 -0.179 1.909
38 H 3.682 0.064 2.980
39 H 4.565 -0.872 1.752
40 H 3.913 0.733 1.325
41 F -0.693 -0.516 3.165

Results
Total charge: +3
E_HOMO (alpha / beta), eV: -18.81 / -18.81
Multiplicity: 2
Expectation value of S²: 1.09
LUMO level (alpha / beta), eV: -14.746 / -13.061
Total energy, Ha: -2363.68160


Entry 6:
The following is a DFT calculation (ωB97M-V with the def2-TZVPD basis set) of an isolated ion of composition C24H44BClFN4O6 and charge +1 in a non-equilibrium geometry.

Cartesian coordinates (Å):
1 H 0.630 5.432 2.107
2 N 1.359 4.792 1.792
3 C 1.073 3.609 2.136
4 C 2.026 2.507 1.785
5 C 1.339 1.386 1.001
6 O 1.550 0.140 1.630
7 C 1.970 -0.968 0.819
8 C 1.728 -2.250 1.699
9 C 1.433 -1.843 3.103
10 C 1.886 -2.790 4.119
11 O 2.534 -1.520 3.852
12 B 3.582 -0.943 0.768
13 C 4.457 0.273 1.302
14 O 4.304 -2.034 0.363
15 C 1.132 -1.009 -0.476
16 C -0.364 -0.881 0.009
17 C -1.514 -1.565 -0.725
18 C -2.816 -1.257 0.069
19 C -3.994 -1.038 -0.886
20 C -5.327 -1.253 -0.168
21 C -5.633 -0.118 0.786
22 O -6.138 0.974 0.012
23 C -6.259 2.128 0.691
24 C -6.889 3.225 -0.120
25 O -5.888 2.287 1.840
26 C 1.180 -2.345 -1.228
27 C 2.412 -3.231 -1.500
28 C 3.475 -2.823 -2.468
29 F 1.825 -4.373 -2.072
30 N 1.384 0.247 -1.326
31 N 2.611 -0.044 -2.050
32 C 0.321 0.439 -2.374
33 N 0.670 1.196 -3.562
34 C 1.676 1.479 -0.486
35 C 1.297 2.839 -1.068
36 C -0.131 3.367 -1.137
37 O -0.362 4.352 -1.823
38 Cl -1.520 2.613 -0.296
39 H 0.187 3.336 2.706
40 H 2.388 2.103 2.723
41 H 2.866 2.923 1.240
42 H 0.277 1.594 1.115
43 H 2.608 -2.874 1.760
44 H 0.812 -2.771 1.435
45 H 0.513 -1.335 3.282
46 H 2.496 -3.626 3.833
47 H 1.465 -2.651 5.097
48 H 4.027 0.581 2.249
49 H 4.518 1.109 0.606
50 H 5.472 -0.040 1.522
51 H 5.084 -1.766 -0.123
52 H -0.444 -1.176 1.046
53 H -0.648 0.164 0.049
54 H -1.717 -1.221 -1.734
55 H -1.463 -2.646 -0.763
56 H -3.068 -2.099 0.703
57 H -2.678 -0.345 0.639
58 H -3.994 -0.029 -1.292
59 H -3.945 -1.739 -1.714
60 H -5.305 -2.184 0.390
61 H -6.150 -1.330 -0.870
62 H -6.387 -0.435 1.498
63 H -4.752 0.167 1.347
64 H -6.441 4.164 0.164
65 H -6.732 3.024 -1.172
66 H -7.952 3.219 0.088
67 H 0.611 -2.363 -2.153
68 H 0.620 -3.011 -0.590
69 H 2.792 -3.607 -0.563
70 H 4.164 -3.637 -2.648
71 H 4.068 -1.979 -2.151
72 H 3.051 -2.554 -3.434
73 H 3.025 0.812 -2.403
74 H 2.396 -0.620 -2.858
75 H -0.580 0.860 -1.947
76 H 0.003 -0.539 -2.708
77 H 1.570 1.631 -3.644
78 H -0.079 1.810 -3.831
79 H 2.762 1.523 -0.460
80 H 1.841 3.581 -0.491
81 H 1.698 2.975 -2.059

Results
Total charge: +1
E_HOMO, eV: -12.17
Multiplicity: 1
LUMO level, eV: -2.786
Total energy, Ha: -2195.93821
Structure (SMILES): [H]/N=C/C[C@@H]1O[C@](C[C@H]2CO2)(B(C)O)[C@](CCCCCCOC(C)=O)(C[C@H](C)F)[N@@+](N)(CN)[C@H]1CC(=O)Cl